[1]
Molecular formula: C29H24BN3O5
Method: DFT, wB97M-V/def2-TZVPD

Cartesian coordinates (Å):
O1 -1.18212 -3.62919 0.65221
C1 -1.96435 -2.72373 0.50571
C2 -1.59504 -1.21544 0.68775
C3 -0.31938 -0.68263 0.25120
C4 -0.06279 0.75602 0.41934
C5 -1.10454 1.60224 1.01957
C6 -2.37871 1.03724 1.49444
C7 -2.63317 -0.38396 1.33122
C8 -3.94847 -1.08986 1.79993
O2 -4.47640 -0.87816 2.85973
C9 -4.49734 -2.14533 0.77489
C10 -5.92028 -2.28751 0.50571
O3 -6.79940 -1.46521 1.20043
B1 -7.55580 -0.66895 0.28436
O4 -8.79120 -1.03596 -0.27314
O5 -6.98766 0.57471 -0.08508
C11 -6.31935 -3.27378 -0.50149
C12 -5.31626 -4.07302 -1.20418
C13 -3.89689 -3.93249 -0.88286
C14 -3.46407 -2.96500 0.11041
H1 0.45372 -1.33912 -0.19892
H2 0.91677 1.16144 0.08019
H3 -0.91901 2.69902 1.11507
H4 -3.17086 1.68123 1.95285
H5 -8.72724 -1.85523 -0.79131
H6 -6.81635 0.51215 -1.04505
H7 -7.38936 -3.43135 -0.75589
H8 -5.59324 -4.80958 -1.99660
H9 -3.14029 -4.54009 -1.42239
N1 3.00990 -1.18771 -0.25435
C15 3.47389 -2.41738 0.00177
C16 4.60732 -2.95220 -0.58750
C17 5.30200 -2.17295 -1.49990
C18 4.84149 -0.89848 -1.78486
C19 3.69972 -0.45462 -1.13844
H10 2.89505 -2.99000 0.71944
H11 4.93762 -3.95243 -0.33952
H12 6.19287 -2.55594 -1.98362
H13 5.35678 -0.26251 -2.49215
H14 3.30207 0.53737 -1.32558
N2 5.80680 0.96422 1.02868
C20 5.19844 0.09360 1.84340
C21 5.21187 0.19410 3.22611
C22 5.89668 1.25283 3.80029
C23 6.53635 2.16623 2.97728
C24 6.45978 1.97836 1.60657
H15 4.68086 -0.71573 1.34865
H16 4.69962 -0.53801 3.83661
H17 5.93154 1.36541 4.87765
H18 7.08142 3.00539 3.38952
H19 6.94123 2.66889 0.92167
N3 0.16932 3.22158 -1.03793
C25 -0.98025 3.54138 -1.64052
C26 -1.06078 4.30859 -2.79196
C27 0.11721 4.77622 -3.35175
C28 1.32221 4.45989 -2.74507
C29 1.29333 3.68300 -1.59812
H20 -1.87565 3.15470 -1.16346
H21 -2.02058 4.53401 -3.23800
H22 0.09665 5.38033 -4.25119
H23 2.26257 4.80731 -3.15270
H24 2.21174 3.40607 -1.08915

Calculated values
Structure (SMILES) ... O=C1c2ccccc2C(=O)c2c(OB(O)O)cccc21.c1ccncc1.c1ccncc1.c1ccncc1
Kohn-Sham gap ... 8.47 eV
Calculated total energy ... -1684.83984 hartree
Max |F| ... 2.64 eV/Å



[2]
Molecular formula: C6H6NaO3
Method: DFT, wB97M-V/def2-TZVPD

Cartesian coordinates (Å):
C1 -0.32197 1.79493 -1.07889
C2 -0.07966 0.56916 -1.48788
C3 1.26465 -0.09751 -1.30198
C4 1.18260 -1.47764 -0.62100
O1 1.91531 -1.52474 0.53844
Na1 1.16099 -1.06085 2.55099
H1 -0.92008 0.03273 -1.93585
H2 1.92121 0.55425 -0.70339
H3 1.75952 -0.22142 -2.27939
H4 1.51534 -2.23636 -1.36920
H5 0.09798 -1.69292 -0.45900
O2 -0.72763 2.79815 -0.61124
H6 -3.08587 1.72001 1.18540
C5 -2.66553 1.03394 1.91685
C6 -1.91027 0.26477 2.51849
O3 -1.10660 -0.45650 3.13765

Calculated values
Energy relative to the best compared isomer or geometry (same formula, charge and spin) ... 0.0000 eV
Kohn-Sham gap ... 5.52 eV
Calculated total energy ... -620.20712 hartree
Total charge ... -1
Max |F| ... 1.81 eV/Å



[3]
Molecular formula: C19H54AsF6O14S8
Method: DFT, wB97M-V/def2-TZVPD

Cartesian coordinates (Å):
As1 -0.12011 42.61626 7.16804
F1 -1.56209 42.14576 6.40101
F2 0.70127 42.87324 5.69713
F3 1.32572 43.03815 7.97778
F4 -0.91438 42.46884 8.68520
F5 0.35306 40.99614 7.19492
F6 -0.58783 44.26945 7.10992
O1 5.79552 42.52000 9.66738
S1 5.66496 43.92002 9.87627
O2 6.34842 44.54260 10.95929
O3 6.10063 44.64072 8.52931
C1 7.38198 44.20435 7.99415
C2 7.90569 45.34216 7.16794
C3 3.97583 44.42642 9.88730
H1 7.26294 43.27121 7.44906
H2 8.08552 44.02268 8.82208
H3 7.88746 46.25313 7.77318
H4 7.28029 45.47636 6.28657
H5 8.95834 45.23117 6.90599
H6 3.92946 45.49359 9.71776
H7 3.64673 44.17792 10.89570
H8 3.46534 43.76861 9.19903
O4 -6.90646 46.35408 6.21920
S2 -6.05275 45.26742 5.91459
O5 -5.28751 45.25892 4.71198
O6 -5.10978 45.12150 7.16883
C4 -4.05177 44.14845 7.08421
C5 -4.13303 43.21692 8.22659
C6 -6.96875 43.74787 6.00409
H9 -3.09583 44.68892 7.12615
H10 -3.97078 43.67813 6.09810
H11 -4.80642 42.36624 8.10369
H12 -4.25354 43.68659 9.19794
H13 -3.15883 42.70396 8.29070
H14 -7.34736 43.57079 5.00683
H15 -7.76449 43.96432 6.71670
H16 -6.36388 42.94516 6.40434
O7 4.13613 41.29845 4.23606
S3 4.76352 42.28911 5.04154
O8 6.16835 42.34369 5.19208
O9 4.38656 43.71361 4.44591
C7 3.04804 43.87613 4.01393
C8 2.47434 45.05672 4.72551
C9 4.02127 42.42674 6.65266
H17 2.41088 43.01228 4.19118
H18 3.01007 44.05069 2.93570
H19 2.60608 44.91171 5.79920
H20 1.43670 45.25572 4.49266
H21 3.05582 45.94215 4.44227
H22 4.38540 41.60845 7.26216
H23 2.94277 42.44893 6.54929
H24 4.44799 43.37798 6.97183
C10 -3.93009 40.13343 4.40563
S4 -3.33612 39.62737 2.79938
O10 -1.86584 39.74977 2.91411
C11 -3.75083 37.88053 2.87420
H25 -3.54978 39.51955 5.21177
H26 -5.02913 40.11751 4.34616
H27 -3.66386 41.18397 4.49548
H28 -4.82417 37.69676 2.88133
H29 -3.28463 37.52653 3.79869
H30 -3.32508 37.33928 2.03423
C12 2.74513 38.49135 9.70161
S5 0.99755 38.77186 9.40551
O11 0.18914 37.77770 10.15032
C13 0.90185 40.33902 10.25387
H31 3.28116 38.96743 8.87360
H32 2.88987 37.41811 9.53031
H33 3.17723 38.77204 10.65718
H34 1.46704 41.08268 9.67900
H35 1.34080 40.35672 11.25819
H36 -0.13987 40.64742 10.30314
C14 -2.51379 39.38946 8.12084
S6 -4.24455 39.56894 8.54165
O12 -4.88078 38.25603 8.25011
C15 -3.91730 39.50746 10.30335
H37 -2.39064 39.27748 7.05136
H38 -2.05457 38.63086 8.75419
H39 -1.96371 40.30816 8.38562
H40 -3.43912 38.56680 10.56298
H41 -4.81301 39.65793 10.90397
H42 -3.22546 40.32358 10.56663
C16 0.06100 45.20740 10.55147
S7 0.78305 46.80818 10.16318
O13 2.18622 46.82687 10.64413
C17 0.89287 46.46235 8.43005
H43 -0.06133 45.10515 11.61997
H44 0.76515 44.46195 10.14099
H45 -0.86480 44.98457 10.01448
H46 1.26846 45.46244 8.26176
H47 1.40590 47.26728 7.91879
H48 -0.10839 46.44890 7.98103
C18 -1.58634 45.17943 3.30445
S8 -2.51150 43.85773 2.54657
O14 -2.81157 44.26192 1.15967
C19 -1.14336 42.67663 2.46016
H49 -1.10722 44.85238 4.22843
H50 -2.27205 45.99666 3.51917
H51 -0.81833 45.52357 2.60482
H52 -0.83529 42.30406 3.43418
H53 -0.33026 43.28075 2.05395
H54 -1.50037 41.85829 1.86048

Calculated values
Energy relative to the best compared isomer or geometry (same formula, charge and spin) ... 0.0000 eV
Kohn-Sham gap ... 8.65 eV
Calculated total energy ... -7830.22561 hartree
Total charge ... -1
Max |F| ... 2.09 eV/Å